Arrangement w

Molecular formula: C2H5NO4
Method: DFT, ωB97M-V/def2-TZVPD

CARTESIAN COORDINATES (ANGSTROEM)
O1 1.78 0.85 -0.18
C1 1.55 0.37 0.95
N1 0.57 -0.54 1.26
C2 -0.30 -1.12 0.20
O2 -0.01 -0.68 -1.00
O3 -1.31 -1.82 0.47
H1 2.33 0.61 1.69
H2 0.27 -0.89 2.15
H3 0.75 -0.03 -1.01
H4 -1.73 0.81 -0.87
H5 -1.57 1.23 -2.15
O4 -2.33 1.20 -1.50

Results
Orbital gap = 11.41 eV
Structure (SMILES) = O=CNC(=O)O.O
Total charge = 0
HOMO energy = -11.24 eV

---

Arrangement x

Molecular formula: C2H5NO4
Method: DFT, ωB97M-V/def2-TZVPD

CARTESIAN COORDINATES (ANGSTROEM)
C1 -1.09 -0.55 -0.04
C2 0.23 -0.89 -0.58
N1 -0.46 1.71 0.61
O1 -2.22 -0.85 0.02
O2 0.37 -2.21 -1.11
O3 0.57 1.58 1.61
O4 0.20 1.92 -0.58
H1 0.77 -0.16 -1.38
H2 0.96 -0.85 0.38
H3 -0.39 -2.73 -0.75
H4 -0.05 1.34 2.37
H5 1.10 1.69 -0.57

Results
Orbital gap (alpha / beta) = 8.97 / 7.76 eV
Total charge = 0
HOMO energy (alpha / beta) = -8.57 / -7.41 eV

---

The most stable of them is arrangement w.

---

Arrangement w

Molecular formula: C2H5NO4
Method: DFT, ωB97M-V/def2-TZVPD

CARTESIAN COORDINATES (ANGSTROEM)
O1 0.63 1.98 0.28
C1 0.13 1.33 1.26
N1 0.20 -0.05 1.21
C2 0.46 -0.77 0.04
O2 0.80 -0.11 -1.07
O3 0.27 -1.93 -0.12
H1 -0.38 1.90 2.04
H2 -0.54 -0.44 1.88
H3 0.94 0.92 -0.80
H4 -1.55 -1.36 -1.42
H5 -1.93 0.19 -1.78
O4 -1.89 -0.47 -1.11

Results
Orbital gap = 11.15 eV
Structure (SMILES) = O=CNC(=O)O.O
Total charge = 0
HOMO energy = -10.85 eV

---

Arrangement x

Molecular formula: C2H5NO4
Method: DFT, ωB97M-V/def2-TZVPD

CARTESIAN COORDINATES (ANGSTROEM)
C1 0.23 -0.96 0.91
C2 0.33 0.12 -0.11
N1 -0.98 0.06 -1.08
O1 -2.11 0.10 -0.52
O2 -0.78 0.18 -2.30
O3 1.45 0.13 -0.79
O4 0.09 1.49 0.33
H1 0.81 -0.59 1.70
H2 -0.78 -1.23 1.34
H3 0.64 -1.83 0.48
H4 1.63 0.98 -1.14
H5 -0.53 1.54 1.16

Results
Orbital gap = 10.92 eV
Structure (SMILES) = CC(O)(O)[N+](=O)[O-]
Total charge = 0
HOMO energy = -10.61 eV

---

The most stable of them is arrangement w.

---

Arrangement w

Molecular formula: C2H5NO4
Method: DFT, ωB97M-V/def2-TZVPD

CARTESIAN COORDINATES (ANGSTROEM)
O1 -1.77 1.90 0.44
C1 -1.26 2.07 -0.65
N1 -0.16 1.40 -1.11
C2 0.39 0.18 -0.61
O2 0.00 -0.07 0.64
O3 0.95 -0.57 -1.34
H1 -1.63 2.77 -1.41
H2 0.18 1.62 -2.03
H3 -0.77 0.47 0.91
H4 1.39 -2.66 1.23
H5 1.70 -3.74 2.20
O4 0.96 -3.36 1.73

Results
Orbital gap = 11.71 eV
Structure (SMILES) = O=CNC(=O)O.O
Total charge = 0
HOMO energy = -11.21 eV

---

Arrangement x

Molecular formula: C2H5NO4
Method: DFT, ωB97M-V/def2-TZVPD

CARTESIAN COORDINATES (ANGSTROEM)
C1 0.88 0.02 0.65
C2 -1.04 0.16 0.01
N1 1.35 -1.02 0.11
O1 2.08 -0.81 -1.07
O2 1.18 1.25 0.30
O3 -0.89 0.17 -1.24
O4 -1.63 -0.78 0.70
H1 0.72 -0.05 1.69
H2 -1.05 1.16 0.45
H3 1.12 1.29 -0.69
H4 2.14 -1.63 -1.53
H5 -1.83 -1.66 0.38

Results
Orbital gap = 9.77 eV
Total charge = 0
HOMO energy = -9.71 eV

---

The most stable of them is arrangement w.

---

Arrangement w

Molecular formula: C3H4N2S2
Method: DFT, ωB97M-V/def2-TZVPD

CARTESIAN COORDINATES (ANGSTROEM)
C1 2.49 -0.48 -1.88
C2 1.25 -0.15 -1.65
C3 -0.86 -1.70 -2.05
N1 3.27 0.13 -2.81
N2 2.76 1.09 -3.42
S1 1.22 1.54 -3.19
S2 -0.27 -0.40 -0.92
H1 3.00 -1.26 -1.36
H2 -2.00 -1.71 -2.09
H3 -0.49 -2.61 -1.77
H4 -0.70 -1.48 -3.21

Results
Orbital gap (alpha / beta) = 6.33 / 6.62 eV
Total charge = 0
HOMO energy (alpha / beta) = -6.46 / -9.14 eV
Spin multiplicity = 3

---

Arrangement x

Molecular formula: C3H4N2S2
Method: DFT, ωB97M-V/def2-TZVPD

CARTESIAN COORDINATES (ANGSTROEM)
C1 0.23 0.06 0.12
C2 0.42 0.74 -2.23
C3 1.07 1.21 -0.12
N1 1.15 1.51 -1.49
N2 -0.98 -1.48 1.81
S1 -0.35 -0.60 -1.34
S2 1.93 2.13 0.93
H1 -1.45 -0.56 1.70
H2 0.22 0.98 -3.29
H3 -1.42 -2.07 1.19
H4 -0.83 -1.90 2.74

Results
Orbital gap (alpha / beta) = 8.88 / 6.95 eV
Total charge = 0
HOMO energy (alpha / beta) = -8.42 / -8.65 eV
Spin multiplicity = 3

---

The most stable of them is arrangement x.

---

Arrangement w

Molecular formula: C3H8NO3S
Method: DFT, ωB97M-V/def2-TZVPD

CARTESIAN COORDINATES (ANGSTROEM)
C1 -1.20 0.63 -0.34
C2 -0.31 1.83 0.06
S1 -0.48 3.30 -0.96
N1 -1.16 -0.46 0.57
C3 -0.11 -1.49 0.55
O1 0.74 -1.44 -0.35
O2 -0.21 -2.33 1.47
H1 -2.23 1.08 -0.45
H2 -1.11 0.16 -1.34
H3 -0.50 2.08 1.08
H4 0.71 1.38 0.17
H5 0.02 2.82 -2.10
H6 -1.50 -0.33 1.51
H7 1.88 -3.84 0.13
H8 2.40 -2.37 0.37
O3 2.66 -3.28 0.17

Results
Orbital gap = 7.49 eV
Total charge = -1
HOMO energy = -4.57 eV

---

Arrangement x

Molecular formula: C3H8NO3S
Method: DFT, ωB97M-V/def2-TZVPD

CARTESIAN COORDINATES (ANGSTROEM)
C1 -0.81 -1.95 0.19
C2 -1.22 1.68 -0.12
C3 -0.46 -0.50 0.28
N1 1.34 -0.51 -0.84
O1 3.66 0.41 -0.21
O2 1.80 0.82 1.38
O3 -1.36 0.30 -0.37
S1 2.26 0.86 -0.05
H1 -1.56 -2.24 0.93
H2 -1.20 -2.17 -0.80
H3 0.09 -2.54 0.35
H4 -1.94 2.19 -0.75
H5 -0.20 2.00 -0.35
H6 -1.42 1.90 0.93
H7 0.01 -0.11 1.17
H8 1.01 -0.13 -1.72

Results
Orbital gap = 6.60 eV
Total charge = -1
HOMO energy = -2.99 eV

---

The most stable of them is arrangement w.

---

Arrangement w

Molecular formula: C2H3ClNOP
Method: DFT, ωB97M-V/def2-TZVPD

CARTESIAN COORDINATES (ANGSTROEM)
C1 2.54 1.54 0.29
C2 0.09 -0.08 -0.13
N1 2.89 2.55 0.70
O1 2.14 0.00 -1.89
P1 1.88 -0.03 -0.39
Cl1 2.79 -1.50 0.54
H1 -0.31 -1.04 -0.61
H2 -0.28 0.11 0.88
H3 -0.20 0.69 -0.78

Results
Orbital gap = 11.58 eV
Structure (SMILES) = C[P@](=O)(Cl)C#N
Total charge = 0
HOMO energy = -11.15 eV

---

Arrangement x

Molecular formula: C2H3ClNOP
Method: DFT, ωB97M-V/def2-TZVPD

CARTESIAN COORDINATES (ANGSTROEM)
C1 -2.49 -1.40 0.67
C2 -0.03 -0.07 -0.18
N1 -3.11 -2.09 1.34
O1 -2.14 -0.56 -1.86
P1 -1.77 -0.25 -0.49
Cl1 -2.95 1.59 0.13
H1 0.29 0.43 0.86
H2 0.41 -1.11 -0.12
H3 0.31 0.47 -1.02

Results
Orbital gap = 11.05 eV
Structure (SMILES) = C[P@](=O)(Cl)C#N
Total charge = 0
HOMO energy = -11.54 eV

---

The most stable of them is arrangement w.